Entry 1:
{"formula": "C6H7N", "method": "ωB97M-V/def2-TZVPD", "smiles": "CC1=C[C@H]2[C@@H]3[C@H]2N13", "lumo_ev": 1.1996, "orbital_gap_ev": 9.544, "relative_energy_kj_mol": 378.7, "elements": ["C", "C", "C", "C", "C", "N", "C", "H", "H", "H", "H", "H", "H", "H"], "positions_angstrom": [[-1.96, 0.40, -0.78], [-0.62, -0.07, -0.35], [-0.14, -1.21, 0.14], [1.19, -0.79, 0.73], [1.73, 0.24, -0.21], [0.43, 0.95, -0.28], [1.10, 0.70, 1.00], [-2.74, -0.31, -0.50], [-1.98, 0.59, -1.86], [-2.17, 1.36, -0.28], [-0.51, -2.22, 0.07], [1.84, -1.42, 1.34], [2.60, 0.35, -0.84], [1.22, 1.42, 1.81]], "nbo_charge": [-0.645, 0.170, -0.277, -0.258, -0.080, -0.414, -0.079, 0.220, 0.224, 0.229, 0.225, 0.227, 0.229, 0.228]}

Entry 2:
{"formula": "C7H9NO2SSi", "method": "ωB97M-V/def2-TZVPD", "lumo_ev": [-1.0339, -0.4827], "orbital_gap_ev": [8.969, 7.118], "relative_energy_kj_mol": 251.2, "elements": ["C", "C", "C", "C", "C", "C", "C", "N", "O", "O", "Si", "S", "H", "H", "H", "H", "H", "H", "H", "H", "H"], "positions_angstrom": [[1.40, 2.80, 1.61], [1.57, -2.84, 2.27], [-2.11, 1.43, -1.25], [2.05, -1.61, 2.52], [-0.84, 1.08, -1.17], [-0.46, -0.16, -0.42], [0.25, 1.78, -1.81], [0.59, 3.50, 1.30], [-0.90, -1.29, -0.37], [0.50, 0.25, 0.44], [1.19, -0.08, 1.82], [2.54, 1.65, 1.97], [2.16, -3.66, 2.55], [0.71, -2.98, 1.67], [-2.44, 2.23, -1.89], [-2.90, 0.77, -0.93], [2.94, -1.62, 3.24], [0.82, 2.25, -0.91], [0.86, 0.94, -2.09], [0.17, 2.47, -2.60], [-1.31, -1.19, 3.85]], "nbo_charge": [0.042, -0.314, -0.332, -0.734, -0.106, 0.803, -0.641, -0.319, -0.537, -0.933, 1.449, -0.112, 0.201, 0.204, 0.202, 0.207, 0.250, 0.243, 0.211, 0.239, -0.023]}

Entry 3:
{"formula": "C22H56NO7", "method": "ωB97M-V/def2-TZVPD", "total_charge": 1, "lumo_ev": -4.1731, "orbital_gap_ev": 7.278, "elements": ["O", "N", "C", "C", "C", "C", "H", "H", "H", "H", "H", "H", "H", "H", "C", "C", "C", "O", "H", "H", "H", "H", "H", "H", "H", "H", "C", "C", "C", "O", "H", "H", "H", "H", "H", "H", "H", "H", "C", "C", "C", "O", "H", "H", "H", "H", "H", "H", "H", "H", "C", "C", "C", "O", "H", "H", "H", "H", "H", "H", "H", "H", "C", "C", "C", "O", "H", "H", "H", "H", "H", "H", "H", "H", "C", "C", "C", "O", "H", "H", "H", "H", "H", "H", "H", "H"], "positions_angstrom": [[2.44, -1.56, 1.11], [1.11, -1.39, 1.36], [0.25, -2.32, 1.40], [-1.06, -1.75, 1.75], [-0.68, -0.39, 2.40], [0.53, -0.07, 1.55], [2.87, -1.70, 1.98], [0.49, -3.35, 1.21], [-1.78, -1.70, 0.93], [-1.50, -2.38, 2.52], [-0.39, -0.61, 3.42], [-1.49, 0.32, 2.34], [0.11, 0.20, 0.58], [1.20, 0.73, 1.81], [-2.99, 5.42, 2.10], [-2.26, 4.09, 2.24], [-1.64, 3.65, 0.92], [-3.16, 3.08, 2.71], [-3.80, 5.33, 1.37], [-3.44, 5.71, 3.05], [-2.32, 6.21, 1.77], [-1.49, 4.18, 3.00], [-2.40, 3.51, 0.16], [-1.12, 2.69, 1.05], [-0.92, 4.38, 0.56], [-3.87, 2.99, 2.05], [0.16, 0.03, -3.05], [-1.16, 0.59, -2.54], [-2.34, -0.02, -3.28], [-1.18, 2.01, -2.67], [0.30, 0.27, -4.11], [1.00, 0.48, -2.51], [0.21, -1.05, -2.94], [-1.26, 0.38, -1.47], [-2.29, 0.21, -4.34], [-3.28, 0.38, -2.90], [-2.37, -1.11, -3.17], [-1.11, 2.22, -3.61], [1.82, 3.60, -2.56], [2.91, 3.16, -3.52], [4.07, 4.15, -3.57], [2.36, 2.98, -4.83], [1.40, 4.56, -2.87], [1.01, 2.87, -2.56], [2.20, 3.70, -1.54], [3.29, 2.18, -3.23], [3.72, 5.13, -3.91], [4.83, 3.81, -4.27], [4.52, 4.27, -2.58], [2.03, 3.84, -5.13], [-3.18, -0.91, 6.80], [-2.39, -1.78, 5.84], [-2.36, -3.23, 6.28], [-1.05, -1.27, 5.70], [-2.71, -0.93, 7.79], [-3.19, 0.13, 6.47], [-4.20, -1.26, 6.90], [-2.84, -1.71, 4.84], [-1.87, -3.32, 7.26], [-1.80, -3.84, 5.58], [-3.36, -3.64, 6.36], [-0.63, -1.31, 6.57], [-1.96, -7.22, 3.51], [-3.28, -6.67, 4.04], [-4.47, -7.30, 3.34], [-3.32, -5.24, 3.90], [-1.86, -7.00, 2.44], [-1.12, -6.75, 4.03], [-1.90, -8.30, 3.64], [-3.35, -6.86, 5.11], [-4.45, -7.08, 2.27], [-5.41, -6.89, 3.73], [-4.48, -8.38, 3.47], [-3.27, -5.05, 2.95], [6.46, 1.71, -8.54], [6.74, 1.99, -7.07], [5.76, 1.26, -6.16], [6.70, 3.39, -6.82], [5.46, 2.06, -8.81], [7.18, 2.24, -9.17], [6.53, 0.64, -8.76], [7.76, 1.68, -6.83], [4.74, 1.60, -6.36], [5.99, 1.48, -5.12], [5.80, 0.18, -6.31], [5.81, 3.70, -7.03]], "mulliken_charge": [-0.387, 0.524, -0.251, -0.375, -0.584, -0.013, 0.392, 0.516, 0.394, 0.051, 0.195, 0.429, -0.336, 0.419, -1.378, 0.425, -0.834, -0.549, 0.359, 0.334, 0.378, 0.291, 0.338, -0.133, 0.419, 0.352, -1.192, 0.917, -1.511, -0.530, 0.378, 0.240, 0.440, -0.254, 0.384, 0.381, 0.378, 0.349, -1.239, 0.743, -1.412, -0.567, 0.390, 0.146, 0.349, 0.248, 0.373, 0.264, 0.376, 0.346, -1.540, 0.777, -1.303, -0.535, 0.366, 0.356, 0.389, 0.136, 0.425, 0.235, 0.369, 0.332, -1.306, 0.487, -1.375, -0.461, 0.322, 0.316, 0.383, 0.283, 0.359, 0.332, 0.400, 0.274, -1.262, 0.341, -1.073, -0.554, 0.320, 0.322, 0.363, 0.293, 0.226, 0.249, 0.436, 0.343]}

Entry 4:
{"formula": "C26H34N2O3", "method": "ωB97M-V/def2-TZVPD", "smiles": "CCCCC[C@H]1CN(Cc2ccc(OC)cc2)C(=O)[C@@H]1CC(=O)NCc1ccccc1", "lumo_ev": 0.7630, "orbital_gap_ev": 9.366, "relative_energy_kj_mol": 10.3, "elements": ["C", "C", "C", "C", "C", "C", "C", "N", "C", "O", "C", "C", "C", "O", "N", "H", "C", "C", "C", "C", "C", "C", "C", "H", "H", "H", "H", "H", "H", "H", "H", "H", "H", "C", "C", "C", "C", "C", "C", "C", "H", "H", "O", "C", "H", "H", "H", "H", "H", "H", "H", "H", "H", "H", "H", "H", "H", "H", "H", "H", "H", "H", "H", "H", "H"], "positions_angstrom": [[-4.46, -1.40, -1.26], [-4.62, -1.60, 0.24], [-3.56, -2.52, 0.85], [-2.14, -1.96, 0.76], [-1.28, -2.72, -0.26], [0.10, -2.10, -0.52], [0.00, -0.68, -1.09], [0.25, 0.18, 0.05], [0.76, -0.45, 1.11], [1.10, 0.08, 2.15], [0.92, -1.93, 0.76], [2.42, -2.24, 0.59], [3.05, -1.29, -0.42], [3.16, -1.56, -1.60], [3.44, -0.12, 0.11], [3.32, 0.05, 1.09], [4.04, 0.94, -0.68], [5.50, 1.11, -0.32], [6.40, 0.09, -0.60], [7.73, 0.22, -0.25], [8.18, 1.38, 0.37], [7.28, 2.40, 0.65], [5.95, 2.26, 0.31], [5.26, 3.06, 0.53], [7.63, 3.30, 1.14], [9.22, 1.48, 0.64], [8.42, -0.58, -0.47], [6.04, -0.80, -1.09], [3.49, 1.87, -0.52], [3.95, 0.63, -1.73], [2.92, -2.15, 1.55], [2.53, -3.26, 0.22], [0.54, -2.55, 1.58], [-0.02, 1.60, -0.01], [-1.50, 1.85, -0.11], [-2.12, 2.09, -1.33], [-3.48, 2.24, -1.41], [-4.28, 2.16, -0.27], [-3.67, 1.92, 0.96], [-2.29, 1.77, 1.03], [-1.83, 1.57, 1.99], [-4.25, 1.86, 1.87], [-5.61, 2.32, -0.46], [-6.47, 2.23, 0.65], [-6.42, 1.24, 1.12], [-7.47, 2.38, 0.26], [-6.25, 3.00, 1.39], [-3.97, 2.43, -2.36], [-1.52, 2.16, -2.23], [0.39, 2.02, 0.91], [0.50, 2.02, -0.88], [0.75, -0.51, -1.86], [-0.99, -0.47, -1.51], [0.63, -2.74, -1.23], [-1.82, -2.77, -1.21], [-1.14, -3.74, 0.10], [-1.66, -2.01, 1.74], [-2.19, -0.90, 0.48], [-3.61, -3.49, 0.36], [-3.82, -2.67, 1.90], [-4.56, -0.62, 0.73], [-5.61, -2.02, 0.44], [-4.50, -2.36, -1.78], [-5.26, -0.77, -1.65], [-3.51, -0.92, -1.49]], "nbo_charge": [-0.612, -0.389, -0.392, -0.429, -0.373, -0.218, -0.225, -0.427, 0.708, -0.663, -0.308, -0.471, 0.678, -0.648, -0.619, 0.415, -0.270, 0.056, -0.239, -0.192, -0.220, -0.205, -0.244, 0.208, 0.212, 0.213, 0.212, 0.222, 0.197, 0.243, 0.226, 0.234, 0.234, -0.240, -0.070, -0.189, -0.256, 0.300, -0.268, -0.194, 0.224, 0.216, -0.494, -0.252, 0.177, 0.202, 0.177, 0.226, 0.213, 0.243, 0.200, 0.212, 0.205, 0.230, 0.204, 0.202, 0.205, 0.210, 0.193, 0.205, 0.195, 0.197, 0.200, 0.213, 0.200]}